1.
Here is a structure of composition C33H39BCoF5N7OS4 from the Open Molecules 2025 dataset. Energies are from ωB97M-V/def2-TZVPD.

- Orbital gap (spin up / spin down): 6.55 / 4.69 eV
- HOMO energy (spin up / spin down): -16.1 / -16.7 eV
- Expectation value of S²: 6.156
- Total charge: +3
- Energy relative to the best compared isomer or geometry (same formula, charge and spin): 0.0000 eV
- Spin multiplicity: 5

Geometry (Å):
Co  -1.172  2.344  -1.259
C  0.682  -0.785  -5.028
C  0.805  -0.960  -3.546
C  1.425  -2.034  -2.971
C  1.570  -2.134  -1.567
N  1.060  -1.214  -0.771
N  0.398  -0.199  -1.332
B  -0.059  0.860  -0.291
N  -1.024  0.408  0.802
N  -1.123  -0.891  1.075
C  -1.922  -1.242  2.059
C  -2.634  -0.265  2.798
C  -2.517  1.072  2.517
C  -3.252  2.138  3.267
C  -1.679  1.384  1.432
S  -1.432  3.006  0.817
C  -1.980  -2.730  2.382
C  -3.218  -3.077  3.209
C  -2.000  -3.539  1.079
C  -0.718  -3.061  3.194
N  1.215  1.548  0.263
N  1.701  0.982  1.358
C  2.841  1.450  1.837
C  3.533  2.474  1.155
C  3.029  3.054  0.017
C  3.718  4.170  -0.704
C  1.776  2.559  -0.403
S  0.871  3.291  -1.696
C  3.367  0.861  3.131
C  3.532  1.999  4.150
C  2.408  -0.192  3.685
C  4.736  0.224  2.844
C  0.289  -0.004  -2.644
S  -0.460  1.464  -3.194
C  2.295  -3.304  -0.934
C  3.661  -3.474  -1.613
C  1.434  -4.558  -1.162
C  2.482  -3.078  0.560
H  1.053  -1.668  -5.544
H  1.260  0.078  -5.362
H  -0.356  -0.627  -5.322
H  1.833  -2.815  -3.599
H  -3.286  -0.579  3.599
H  -3.766  1.716  4.126
H  -3.990  2.613  2.618
H  -2.573  2.916  3.619
H  -4.144  -2.795  2.704
H  -3.203  -2.623  4.200
H  -3.246  -4.156  3.358
H  -2.951  -3.417  0.559
H  -1.880  -4.597  1.313
H  -1.193  -3.247  0.406
H  -0.728  -2.552  4.160
H  0.186  -2.767  2.664
H  -0.677  -4.133  3.382
H  4.480  2.818  1.551
H  4.740  4.276  -0.349
H  3.198  5.114  -0.528
H  3.739  3.996  -1.779
H  2.585  2.506  4.343
H  4.263  2.743  3.835
H  3.885  1.580  5.092
H  1.413  0.221  3.858
H  2.795  -0.550  4.638
H  2.307  -1.044  3.013
H  5.469  0.953  2.496
H  4.661  -0.571  2.103
H  5.125  -0.212  3.764
H  3.580  -3.777  -2.657
H  4.214  -4.258  -1.097
H  4.255  -2.560  -1.563
H  1.257  -4.745  -2.223
H  0.470  -4.475  -0.658
H  1.954  -5.427  -0.760
H  3.092  -2.195  0.753
H  2.988  -3.942  0.990
H  1.529  -2.948  1.067
F  -6.259  3.422  -7.115
C  -5.736  3.364  -5.923
C  -6.346  2.688  -4.887
F  -7.471  2.072  -5.034
C  -5.728  2.649  -3.571
F  -6.398  2.002  -2.679
C  -4.510  3.269  -3.263
S  -3.917  3.356  -1.598
C  -3.926  3.927  -4.317
F  -2.793  4.562  -4.219
C  -4.523  3.985  -5.647
F  -3.882  4.635  -6.557
O  -3.503  0.883  -0.918
N  -2.984  1.789  -1.555


2.
Here is a structure of composition C5H10N2S at a distorted geometry from the Open Molecules 2025 dataset. Energies are from ωB97M-V/def2-TZVPD.

- Orbital gap: 8.06 eV
- HOMO energy: -8.1 eV
- Total charge: 0
- Energy relative to the best compared isomer or geometry (same formula, charge and spin): 10.3910 eV
- Spin multiplicity: 1

Geometry (Å):
C  1.797  1.354  1.958
C  1.164  0.664  0.696
C  -0.140  0.566  0.613
C  -1.230  0.842  1.647
C  -0.350  -0.302  -0.674
H  1.156  1.008  3.082
H  1.856  2.553  2.002
H  2.826  0.844  2.165
H  1.866  0.225  0.153
H  -1.951  -0.166  1.409
H  -1.041  1.252  2.666
H  -1.925  1.445  1.091
H  -0.154  -2.071  -1.739
H  0.797  -1.027  1.231
H  2.475  -2.108  -0.489
N  0.489  -1.289  -1.021
N  1.003  -2.009  0.002
S  -1.487  0.149  -1.868


3.
Here is a structure of composition H66Li4O41S2 at a distorted geometry from the Open Molecules 2025 dataset. Energies are from ωB97M-V/def2-TZVPD.

- Orbital gap: 7.99 eV
- HOMO energy: -9.2 eV
- Total charge: 0
- Spin multiplicity: 1

Geometry (Å):
Li  -2.582  0.676  0.476
Li  0.574  2.610  -0.045
Li  1.224  -2.286  2.247
Li  -1.100  -0.234  -2.375
S  0.112  -0.287  0.139
O  -1.276  -0.642  0.178
O  0.357  0.936  0.902
O  0.855  -1.421  0.573
O  0.392  -0.102  -1.271
S  -1.922  2.547  -1.639
O  -0.478  2.623  -1.677
O  -2.483  3.683  -2.363
O  -2.250  1.313  -2.343
O  -2.308  2.445  -0.251
O  0.500  1.401  3.426
H  0.433  1.275  2.479
H  1.214  2.029  3.534
O  -2.018  -2.015  -2.375
H  -1.806  -2.887  -2.043
H  -2.637  -2.172  -3.087
O  5.241  0.290  -0.585
H  4.633  0.404  0.145
H  4.680  0.105  -1.339
O  -0.324  -3.368  2.961
H  -0.212  -4.318  2.985
H  -0.717  -3.151  3.806
O  -4.824  -3.552  1.712
H  -3.935  -3.227  1.857
H  -4.718  -4.495  1.586
O  0.236  4.267  1.021
H  -0.280  5.011  0.711
H  0.118  4.272  1.971
O  -3.217  4.037  1.688
H  -4.111  4.284  1.449
H  -2.960  3.396  1.026
O  5.970  -1.077  2.368
H  5.806  -1.642  1.613
H  5.157  -0.583  2.479
O  2.532  -2.544  -1.124
H  2.167  -2.145  -1.914
H  2.036  -2.151  -0.406
O  2.783  3.089  -3.458
H  3.205  2.968  -4.309
H  1.917  3.439  -3.668
O  -2.440  -2.558  1.406
H  -2.205  -1.806  0.861
H  -1.682  -2.688  1.975
O  -0.446  2.524  6.279
H  -0.481  2.099  5.422
H  -0.373  3.458  6.080
O  2.355  -3.932  1.579
H  2.460  -4.317  2.449
H  2.337  -4.682  0.985
O  5.263  0.288  -3.540
H  4.318  0.178  -3.642
H  5.641  -0.493  -3.945
O  1.966  -1.201  3.756
H  1.577  -0.333  3.870
H  2.735  -1.196  4.327
O  2.578  3.048  3.237
H  2.686  3.081  4.188
H  2.864  3.910  2.934
O  1.988  -2.193  -3.864
H  2.615  -2.441  -4.543
H  2.021  -1.237  -3.844
O  -1.615  -0.485  3.944
H  -1.697  -0.857  4.822
H  -0.844  0.080  3.994
O  -0.175  -5.673  -2.387
H  0.697  -6.003  -2.169
H  -0.481  -5.254  -1.582
O  -5.618  -0.863  2.466
H  -6.570  -0.923  2.393
H  -5.288  -1.504  1.837
O  -4.764  1.174  -3.104
H  -5.123  1.712  -3.810
H  -3.884  1.522  -2.960
O  -0.426  -0.462  -4.318
H  0.203  -0.890  -4.898
H  -0.615  0.374  -4.744
O  -0.813  5.140  3.407
H  -0.920  6.085  3.514
H  -1.599  4.860  2.939
O  -1.513  1.913  -5.031
H  -1.855  1.767  -4.149
H  -1.490  2.865  -5.125
O  -4.372  0.350  -0.419
H  -5.278  0.517  -0.160
H  -4.424  0.132  -1.350
O  -4.003  -5.355  -0.852
H  -4.072  -4.762  -1.601
H  -3.201  -5.084  -0.405
O  -3.317  0.442  2.288
H  -2.742  0.009  2.919
H  -4.201  0.199  2.561
O  2.500  0.391  -3.019
H  2.499  1.338  -3.160
H  1.763  0.235  -2.427
O  2.477  2.700  -0.572
H  3.203  3.054  -0.058
H  2.659  2.980  -1.469
O  5.210  -3.156  -1.707
H  4.284  -3.034  -1.497
H  5.677  -2.726  -0.990
O  0.431  4.075  -3.791
H  0.027  4.925  -3.613
H  0.302  3.575  -2.986
O  3.555  0.859  1.577
H  3.495  1.591  2.191
H  2.650  0.695  1.310
O  -0.865  -3.943  -0.484
H  -0.061  -3.478  -0.253
H  -1.566  -3.416  -0.100


4.
Here is the molecule CH2IN2PS at a distorted geometry from the Open Molecules 2025 dataset. Energies are from ωB97M-V/def2-TZVPD.

- Orbital gap: 9.26 eV
- Structure (SMILES): N=[P@H](I)N=C=S
- HOMO energy: -9.6 eV
- Total charge: 0
- Energy relative to the best compared isomer or geometry (same formula, charge and spin): 0.3765 eV
- Spin multiplicity: 1

Geometry (Å):
C  2.472  0.156  -2.467
N  1.845  -0.656  -1.806
N  0.292  0.349  0.658
P  0.634  -0.642  -0.509
S  3.518  1.044  -3.249
I  1.296  -2.556  0.681
H  -0.316  -1.185  -1.613
H  -0.337  1.209  0.532


5.
Here is a cluster of 2 separate species, CH3BrCl2OSi in total at a distorted geometry from the Open Molecules 2025 dataset. Energies are from ωB97M-V/def2-TZVPD.

- Orbital gap (spin up / spin down): 7.13 / 7.14 eV
- HOMO energy (spin up / spin down): -8.9 / -8.9 eV
- Total charge: 0
- Energy relative to the best compared isomer or geometry (same formula, charge and spin): 3.0443 eV
- Spin multiplicity: 1

Geometry (Å):
C  1.457  -0.281  0.050
O  0.134  -0.762  -0.005
Si  -1.286  -0.165  -0.369
Cl  -1.340  2.571  1.623
Cl  -1.693  0.693  -2.088
Br  -2.656  -1.538  0.561
H  1.474  0.807  0.088
H  2.003  -0.643  -0.822
H  1.906  -0.681  0.960


6.
Here is a cluster of 2 separate species, CH3NOSi in total at a distorted geometry from the Open Molecules 2025 dataset. Energies are from ωB97M-V/def2-TZVPD.

- Orbital gap (spin up / spin down): 7.78 / 7.95 eV
- HOMO energy (spin up / spin down): -11.6 / -11.5 eV
- Total charge: 0
- Energy relative to the best compared isomer or geometry (same formula, charge and spin): 6.4128 eV
- Spin multiplicity: 1

Geometry (Å):
C  2.140  -0.162  -0.028
N  3.247  -0.428  -0.019
O  0.218  1.007  -0.224
Si  -0.999  0.031  -0.027
H  -0.935  -1.176  -0.838
H  -1.601  -0.421  1.227
H  -2.069  1.151  -0.091


7.
Here is a structure of composition C23H24IN7O3PPtS at a distorted geometry from the Open Molecules 2025 dataset. Energies are from ωB97M-V/def2-TZVPD.

- Orbital gap: 7.56 eV
- HOMO energy: -10.9 eV
- Total charge: +1
- Energy relative to the best compared isomer or geometry (same formula, charge and spin): 0.0000 eV
- Spin multiplicity: 1

Geometry (Å):
Pt  -0.215  -0.504  -0.772
C  4.850  -0.676  -0.165
N  3.960  0.500  0.219
C  3.817  0.539  1.734
N  3.309  -0.691  2.220
C  4.178  -1.794  1.808
N  4.309  -1.873  0.356
C  3.098  -2.376  -0.291
P  1.652  -1.291  0.105
C  2.617  0.314  -0.415
C  1.901  -0.956  1.913
H  5.836  -0.476  0.258
H  4.903  -0.696  -1.253
H  4.391  1.369  -0.100
H  3.151  1.370  1.970
H  4.814  0.732  2.135
H  3.770  -2.732  2.181
H  5.168  -1.639  2.242
H  2.943  -3.386  0.085
H  3.217  -2.447  -1.373
H  2.011  1.185  -0.161
H  2.761  0.303  -1.493
H  1.585  -1.821  2.492
H  1.280  -0.107  2.205
N  -3.462  9.256  -3.753
C  -3.308  8.231  -3.258
C  -3.109  6.955  -2.638
C  -2.946  5.818  -3.424
C  -2.749  4.588  -2.825
C  -2.697  4.505  -1.440
C  -2.865  5.632  -0.647
C  -3.079  6.859  -1.248
N  -2.455  3.246  -0.826
C  -2.985  2.793  0.364
C  -2.447  1.562  0.575
N  -1.589  1.268  -0.453
C  -1.617  2.291  -1.277
H  -2.988  5.899  -4.501
H  -2.663  3.696  -3.431
H  -2.819  5.556  0.431
H  -3.212  7.746  -0.645
H  -3.715  3.358  0.914
H  -2.632  0.866  1.373
H  -1.050  2.373  -2.190
I  0.615  -0.185  -3.179
O  1.024  -4.949  -0.754
S  0.674  -4.676  0.605
O  1.540  -5.144  1.646
N  0.462  -3.030  0.781
C  -0.818  -2.712  0.875
O  -1.269  -1.530  0.766
C  -1.722  -3.876  1.047
C  -3.088  -3.883  1.272
C  -3.714  -5.118  1.394
C  -2.993  -6.302  1.288
C  -1.622  -6.296  1.050
C  -1.020  -5.064  0.932
H  -3.637  -2.956  1.355
H  -4.780  -5.161  1.572
H  -3.509  -7.247  1.391
H  -1.062  -7.216  0.958


Question: What is the total charge in the second record?
Answer: 0